(1)
{"formula": "C8H12N3S", "method": "the ωB97M-V functional and the def2-TZVPD basis", "species": ["C", "C", "C", "C", "C", "C", "C", "C", "N", "N", "N", "S", "H", "H", "H", "H", "H", "H", "H", "H", "H", "H", "H", "H"], "positions_angstrom": [[3.223, 0.400, 1.872], [4.078, 0.568, 0.826], [1.796, 0.106, 1.354], [1.742, 0.258, -0.087], [0.499, 0.548, -0.888], [0.816, -0.089, 2.263], [0.046, 1.874, -2.897], [-2.314, -1.312, 0.465], [0.819, 1.319, -1.831], [-0.621, -0.191, -0.643], [-0.912, -1.174, 0.296], [3.290, 0.393, -0.715], [3.392, 0.529, 2.932], [5.122, 0.874, 0.942], [1.189, -0.269, 3.335], [-0.224, -0.346, 2.055], [0.069, 2.909, -2.534], [-0.945, 1.377, -3.187], [0.647, 1.863, -3.839], [-2.651, -0.416, 1.109], [-2.776, -1.392, -0.546], [-2.612, -2.227, 1.053], [-1.310, -0.263, -1.276], [-0.236, -2.022, 0.184]], "forces_ev_per_a": [[-1.542, -0.423, -2.279], [-0.429, -0.098, 1.893], [2.153, 1.170, 0.916], [-0.277, 0.146, 1.632], [1.562, -1.913, 0.131], [0.630, -1.149, 1.845], [-0.379, -0.337, -0.728], [-1.370, -0.034, 1.038], [0.341, -0.230, -0.733], [1.108, 0.407, 1.731], [4.285, -2.108, 1.139], [-0.663, 0.478, -0.197], [0.309, -0.134, -0.114], [-0.382, -0.349, -0.503], [-0.784, 0.667, -1.599], [0.382, 0.487, -0.175], [-1.142, 0.215, -0.836], [1.010, 1.000, 0.883], [-0.231, -0.014, 0.852], [-0.001, -1.209, -1.419], [-0.451, 0.301, 0.774], [0.694, 0.847, -0.712], [-2.464, 0.706, -3.530], [-2.359, 1.574, -0.006]], "lowdin_charge": [-0.06, -0.33, -0.28, -0.34, -0.35, 0.20, -0.09, -0.11, -0.01, 0.05, -0.20, 1.20, 0.12, 0.10, 0.13, 0.07, 0.10, 0.10, 0.10, 0.12, 0.09, 0.11, 0.08, 0.19], "fmax_ev_per_a": 4.9, "relative_energy_ev": 4.777, "total_charge": 1, "total_energy_ev": -23784.795, "e_homo_ha": -0.441}

(2)
{"formula": "C15H16I2NO4ReSe2", "method": "the ωB97M-V functional and the def2-TZVPD basis", "species": ["Re", "O", "C", "C", "C", "O", "C", "Se", "C", "Se", "H", "H", "H", "H", "H", "H", "H", "H", "H", "H", "O", "C", "O", "C", "C", "C", "C", "C", "C", "C", "C", "C", "N", "H", "H", "H", "H", "H", "H", "I", "I"], "positions_angstrom": [[-0.608, 0.951, -1.082], [-3.876, -0.071, -0.283], [-4.005, -0.752, 0.955], [-2.657, -1.290, 1.426], [-3.012, -2.287, 2.552], [-1.809, -2.811, 3.085], [-1.731, -0.253, 2.068], [-1.424, 1.402, 1.090], [-1.949, -2.099, 0.349], [-1.272, -1.255, -1.271], [-4.757, 0.069, -0.647], [-4.687, -1.602, 0.840], [-4.420, -0.100, 1.733], [-3.643, -3.089, 2.154], [-3.580, -1.753, 3.323], [-2.015, -3.426, 3.796], [-0.765, -0.707, 2.283], [-2.154, 0.055, 3.025], [-2.600, -2.894, -0.020], [-1.065, -2.582, 0.772], [0.611, 1.011, -5.029], [0.462, 0.996, -3.838], [-0.678, 0.935, -3.194], [1.660, 0.988, -2.909], [2.947, 1.064, -3.438], [4.007, 1.054, -2.578], [3.787, 0.924, -1.192], [4.870, 0.855, -0.278], [4.637, 0.669, 1.051], [3.310, 0.541, 1.519], [2.245, 0.617, 0.668], [2.468, 0.826, -0.708], [1.410, 0.904, -1.601], [3.042, 1.131, -4.512], [5.023, 1.129, -2.944], [5.877, 0.944, -0.661], [5.462, 0.611, 1.746], [3.132, 0.375, 2.573], [1.234, 0.519, 1.036], [-1.403, 3.440, -1.957], [-2.073, 4.961, 0.100]], "forces_ev_per_a": [[-0.345, -0.239, 0.084], [-0.086, -0.003, -0.011], [-0.057, -0.024, 0.031], [-0.023, -0.287, 0.291], [0.102, -0.009, 0.039], [-0.011, 0.021, -0.005], [-0.069, 0.002, 0.145], [0.122, -0.077, -0.286], [0.104, -0.151, -0.083], [0.028, 0.466, 0.025], [-0.013, 0.028, -0.034], [-0.004, 0.011, 0.005], [0.027, 0.065, -0.062], [0.003, 0.007, -0.053], [-0.028, -0.008, -0.011], [0.003, 0.009, -0.014], [0.007, -0.001, -0.042], [-0.012, 0.037, -0.031], [-0.038, 0.062, -0.036], [-0.055, 0.004, 0.066], [0.054, 0.151, -0.062], [-0.251, -0.339, 0.137], [0.188, 0.008, -0.018], [0.078, 0.141, -0.009], [-0.052, -0.030, 0.009], [-0.007, 0.008, -0.008], [0.268, -0.009, 0.006], [-0.107, -0.001, -0.031], [-0.069, 0.000, 0.016], [0.062, -0.010, 0.059], [0.085, 0.036, -0.067], [-0.285, -0.049, -0.063], [0.262, 0.161, -0.053], [0.014, 0.005, 0.000], [0.006, -0.005, -0.006], [0.012, -0.001, -0.010], [-0.009, -0.004, 0.028], [0.016, 0.006, 0.011], [0.021, 0.002, 0.013], [0.081, -0.128, -0.033], [-0.023, 0.147, 0.062]], "lowdin_charge": [0.56, -0.13, -0.22, -0.56, -0.22, -0.04, -0.48, 0.59, -0.45, 0.89, 0.11, 0.14, 0.14, 0.13, 0.14, 0.11, 0.07, 0.08, 0.09, 0.08, 0.13, -0.60, -0.39, -0.16, 0.04, 0.05, -0.14, -0.01, -0.04, -0.04, -0.03, -0.17, -0.03, 0.14, 0.14, 0.13, 0.12, 0.12, 0.04, 0.48, 0.22], "fmax_ev_per_a": 0.5, "relative_energy_ev": 0.000, "spin_multiplicity": 2, "total_charge": 1, "total_energy_ev": -174513.113, "e_homo_ha": [-0.419, -0.413]}